95
Properties=species:S:1:pos:R:3 method="wB97M-V/def2-TZVPD" homo_lumo_gap_ev=7.16 relative_energy_kcal_mol=2.7 total_energy_ha=-2738.1717 charge=+1 lumo_ev=-2.93 spin_multiplicity=1 homo_ev=-10.10
Sn 1.54066 -0.11380 1.03339
N 0.63752 1.12923 2.92301
C 0.69158 1.46775 4.03064
N 0.71507 1.88046 5.26322
C 1.83346 2.67288 5.79547
C 1.25814 3.78141 6.66077
O 0.41078 3.24610 7.65753
C -0.70590 2.59230 7.08860
C -0.26033 1.40290 6.25531
H 2.41035 3.07678 4.96498
H 2.47310 2.01971 6.39516
H 0.70331 4.49386 6.03713
H 2.05943 4.31057 7.17375
H -1.27661 3.29355 6.46652
H -1.33463 2.25861 7.91236
H -1.09959 0.94272 5.73627
H 0.22179 0.65667 6.89252
N 1.68214 1.47043 -0.05739
P 1.63598 2.31372 -1.37954
C 0.77407 1.44097 -2.70850
C 0.87850 -0.04907 -2.62260
C -0.64480 -0.93722 -3.86278
C -1.27077 0.19320 -4.62181
C -0.93906 1.48714 -4.53999
C -0.01235 2.09287 -3.57678
C 3.29690 2.69358 -1.97510
C 3.61325 2.68425 -3.32941
C 4.90291 2.98803 -3.74488
C 5.87620 3.30022 -2.80930
C 5.56534 3.30725 -1.45463
C 4.28147 3.00153 -1.03748
C 0.79474 3.89518 -1.18083
C -0.30611 3.96063 -0.32912
C -0.99651 5.15138 -0.17954
C -0.58777 6.28343 -0.87308
C 0.51322 6.22689 -1.71371
C 1.20771 5.03441 -1.86643
H 1.68231 -0.34656 -1.94905
H -1.05747 -1.89634 -4.17056
H -2.02321 -0.08023 -5.35297
H -1.45117 2.18082 -5.19529
H -0.04291 3.17595 -3.53188
H 2.85466 2.43787 -4.06239
H 5.14577 2.97757 -4.79890
H 6.88125 3.53416 -3.13373
H 6.32717 3.54898 -0.72585
H 4.03577 2.99558 0.01718
H -0.61015 3.07821 0.22123
H -1.85315 5.20004 0.47944
H -1.12632 7.21392 -0.75199
H 0.83607 7.11058 -2.24728
H 2.07240 4.99502 -2.51687
C -3.79094 -3.01605 2.24909
C -4.11805 -3.10327 0.78277
C -5.37908 -3.52733 0.37310
C -5.70192 -3.62887 -0.97134
C -4.75918 -3.31116 -1.93603
C -3.49669 -2.89209 -1.54393
C -3.17176 -2.78453 -0.19619
Sb -1.23382 -2.12598 0.40603
C -0.38427 -3.93441 1.15997
C 0.35445 -3.76571 2.33242
C 0.93094 -4.84269 2.98654
C 0.76068 -6.11610 2.46702
C 0.01918 -6.29541 1.31083
C -0.56550 -5.22229 0.64056
C -1.38465 -5.50469 -0.58921
C -0.27600 -1.99455 -1.51938
C 0.62418 -2.94144 -1.82354
C 1.50387 -3.02169 -2.99351
C 1.63783 -2.09284 -3.93849
C 0.90530 -0.79272 -3.97488
C -0.51508 -0.71371 -2.31043
C -1.57025 0.15914 -1.65199
H -4.63996 -3.32016 2.85863
H -3.52348 -1.99515 2.53512
H -2.94876 -3.66332 2.50643
H -6.11825 -3.78317 1.12245
H -6.68910 -3.96065 -1.26412
H -5.00085 -3.39687 -2.98726
H -2.75315 -2.66932 -2.30165
H 0.47489 -2.77174 2.75293
H 1.50296 -4.69081 3.89237
H 1.20321 -6.97077 2.96102
H -0.11235 -7.29370 0.91068
H -0.99174 -6.37226 -1.11891
H -1.40248 -4.66328 -1.27878
H -2.42097 -5.72113 -0.31935
H 0.73685 -3.77130 -1.13263
H 2.08350 -3.93241 -3.08158
H 2.31061 -2.29316 -4.76421
H 1.23081 -0.19196 -4.82160
H -1.87492 0.98820 -2.28050
H -1.19797 0.58354 -0.71520
H -2.47227 -0.41825 -1.43808